{
  "formula": "C13H37Br2N11O22",
  "method": "wB97M-V/def2-TZVPD",
  "relative_energy_kcal_mol": 8.80,
  "largest_force_ev_per_a": 1.9,
  "total_charge": 0,
  "smiles": "C[N+](=O)[O-].C[N+](=O)[O-].C[N+](=O)[O-].C[N+](=O)[O-].C[N+](=O)[O-].C[N+](=O)[O-].C[N+](=O)[O-].C[N+](=O)[O-].C[N+](=O)[O-].C[N+](=O)[O-].C[N+](=O)[O-].BrCCBr",
  "symbols": ["C", "N", "O", "O", "H", "H", "H", "C", "N", "O", "O", "H", "H", "H", "C", "N", "O", "O", "H", "H", "H", "C", "N", "O", "O", "H", "H", "H", "C", "N", "O", "O", "H", "H", "H", "C", "N", "O", "O", "H", "H", "H", "C", "N", "O", "O", "H", "H", "H", "C", "N", "O", "O", "H", "H", "H", "C", "N", "O", "O", "H", "H", "H", "C", "N", "O", "O", "H", "H", "H", "C", "N", "O", "O", "H", "H", "H", "Br", "C", "C", "Br", "H", "H", "H", "H"],
  "xyz": [[-1.37746, -4.04516, -2.82095], [-0.36692, -4.48553, -1.83464], [-0.23931, -3.87532, -0.78771], [0.44074, -5.32698, -2.21370], [-2.31531, -4.56486, -2.64392], [-0.97800, -4.22002, -3.81180], [-1.54941, -2.98617, -2.65092], [0.74946, -3.51066, 2.93262], [2.08820, -3.95999, 3.40039], [2.15683, -5.03485, 3.95348], [2.99846, -3.17990, 3.24843], [0.01648, -4.31058, 2.88177], [0.90766, -3.09423, 1.94020], [0.34187, -2.76902, 3.61547], [-3.75354, 0.06118, 4.24754], [-2.62136, 0.27750, 3.28473], [-2.05622, 1.35138, 3.29570], [-2.30117, -0.67075, 2.58896], [-4.43571, -0.60282, 3.72575], [-4.19555, 1.02037, 4.48693], [-3.37037, -0.44024, 5.13110], [4.74996, -0.44660, 1.71238], [3.29516, -0.22235, 1.48875], [2.79457, 0.73778, 2.03542], [2.68493, -1.02149, 0.81922], [4.96682, -1.45606, 2.04790], [5.13340, 0.31124, 2.38410], [5.22200, -0.31565, 0.73735], [-3.08595, 3.78804, 1.10219], [-2.46150, 5.01239, 0.55252], [-1.75683, 5.67952, 1.27270], [-2.68999, 5.23332, -0.61626], [-2.60050, 3.57520, 2.05197], [-3.04498, 2.95933, 0.40265], [-4.13953, 3.93006, 1.34459], [0.69034, 3.35053, 3.31767], [2.00532, 4.06155, 3.19168], [2.94615, 3.61314, 3.80447], [2.04965, 5.04057, 2.46297], [0.94725, 2.48563, 3.91764], [0.27183, 3.12824, 2.34228], [0.02830, 4.05457, 3.81801], [3.21263, -3.53740, -0.83744], [4.67196, -3.22020, -0.60380], [5.21098, -3.69115, 0.37236], [5.18391, -2.47097, -1.42608], [2.80650, -3.45454, 0.16912], [3.06852, -4.53020, -1.24718], [2.83433, -2.71231, -1.42710], [-4.45595, -3.17803, 1.39537], [-3.55820, -3.52896, 0.29020], [-3.43502, -2.72249, -0.61810], [-3.03297, -4.61889, 0.27129], [-4.97335, -2.23846, 1.23581], [-3.90715, -3.09785, 2.32952], [-5.18916, -3.98338, 1.41141], [1.11975, 4.70333, -0.68929], [1.56579, 5.69989, -1.69515], [0.66712, 6.24829, -2.30102], [2.73284, 5.94132, -1.85455], [1.95191, 4.37365, -0.07429], [0.83515, 3.84701, -1.29948], [0.31839, 5.15061, -0.11660], [2.12582, -3.14331, -4.38285], [2.39735, -2.59523, -5.73345], [2.94106, -3.31137, -6.53872], [2.10393, -1.44116, -5.92174], [2.22155, -4.22401, -4.37791], [1.09709, -2.88273, -4.15488], [2.84452, -2.68157, -3.71374], [-2.03716, 4.70081, -3.74003], [-3.33693, 4.22875, -4.26195], [-3.48671, 4.21837, -5.46084], [-4.16660, 3.91166, -3.44503], [-2.26451, 5.50205, -3.04125], [-1.31643, 5.04125, -4.47464], [-1.53771, 3.94016, -3.13858], [-1.29918, 1.97058, -1.25287], [-0.42625, 0.75433, -0.01179], [-0.45309, -0.68315, -0.46930], [0.74088, -0.95176, -1.97425], [-0.95985, 0.82178, 0.93472], [0.60718, 1.03201, 0.19279], [-1.42581, -1.00048, -0.83428], [-0.14290, -1.31853, 0.35596]],
  "atomic_forces_ev_per_a": [[-0.54, 0.45, 0.16], [1.82, 0.37, -0.21], [-0.66, -0.33, -0.12], [-0.69, 0.02, 0.21], [0.12, -0.19, 0.01], [-0.03, -0.24, 0.02], [0.05, -0.03, 0.05], [-0.54, 0.12, -0.64], [-0.76, -0.17, 0.60], [0.15, -0.07, -0.09], [0.36, 0.17, -0.16], [0.46, -0.38, 0.06], [-0.10, 0.19, 0.09], [0.45, 0.20, 0.04], [-0.07, -0.11, -0.55], [0.28, -0.23, 0.45], [-0.18, -0.08, -0.09], [-0.16, 0.21, 0.07], [-0.15, 0.07, 0.13], [0.05, 0.02, 0.02], [0.21, 0.08, -0.02], [0.60, 0.26, -0.66], [0.32, -0.12, 1.00], [-0.18, 0.26, -0.11], [-0.13, -0.29, -0.42], [-0.45, -0.08, 0.07], [-0.24, -0.01, 0.14], [-0.05, -0.07, -0.02], [-0.45, -0.52, 1.22], [-0.50, -0.59, -0.64], [0.20, 0.14, 0.31], [0.05, 0.26, -0.09], [0.21, -0.13, -0.19], [0.33, 0.31, -0.11], [0.03, 0.61, -0.30], [0.44, 0.32, 0.49], [-0.01, 0.33, -0.85], [-0.05, -0.01, 0.17], [-0.14, -0.31, 0.26], [-0.49, -0.17, -0.08], [0.28, -0.07, -0.12], [-0.02, -0.13, 0.11], [0.39, 0.65, 1.10], [-0.51, 0.06, -0.92], [0.10, 0.13, -0.16], [0.13, -0.35, 0.58], [-0.28, -0.29, -0.18], [0.21, 0.00, -0.12], [-0.11, -0.28, -0.20], [-0.78, -0.13, 0.67], [0.48, 0.42, -1.41], [-0.12, 0.24, 0.31], [-0.15, -0.19, 0.64], [0.26, 0.05, -0.50], [0.20, -0.37, -0.09], [0.11, -0.01, 0.34], [0.73, -0.67, -0.29], [-0.45, 0.63, 0.24], [-0.33, -0.01, -0.30], [0.64, -0.28, 0.11], [0.10, 0.43, 0.05], [-0.48, 0.08, 0.19], [-0.15, -0.10, -0.05], [-0.38, -0.35, 0.01], [0.41, -0.22, 0.07], [0.12, -0.43, -0.31], [-0.32, 0.56, 0.02], [0.23, 0.03, -0.20], [0.13, 0.26, 0.23], [-0.10, 0.09, 0.09], [0.83, 0.50, 1.07], [0.78, 0.13, -0.32], [-0.18, -0.08, -0.38], [-0.38, -0.25, 0.34], [-0.02, 0.07, -0.08], [-0.53, -0.06, -0.50], [-0.45, -0.24, -0.18], [0.31, -0.32, 0.02], [0.14, -0.49, 0.47], [-0.27, 0.20, -0.20], [0.01, 0.09, -0.06], [-0.17, 0.09, -0.09], [-0.07, 0.39, -0.31], [-0.07, 0.03, 0.18], [0.19, -0.09, -0.14]],
  "mulliken_charge": [-0.87, 0.88, -0.36, -0.54, 0.29, 0.35, 0.28, -0.44, 0.92, -0.56, -0.50, 0.30, -0.07, 0.31, -0.81, 0.76, -0.45, -0.41, 0.26, 0.32, 0.31, -0.97, 0.98, -0.54, -0.40, 0.29, 0.35, 0.33, -0.63, 1.00, -0.57, -0.50, 0.23, 0.12, 0.35, -0.50, 0.94, -0.56, -0.55, 0.34, -0.06, 0.39, -0.07, 1.07, -0.57, -0.59, -0.13, 0.48, -0.24, -0.80, 0.97, -0.51, -0.52, 0.30, 0.22, 0.37, -0.35, 0.97, -0.57, -0.58, 0.29, 0.19, 0.05, -0.31, 0.92, -0.57, -0.56, 0.32, -0.01, 0.25, -0.40, 0.95, -0.56, -0.54, 0.28, 0.35, -0.12, -0.13, 0.08, -0.19, -0.22, -0.32, 0.35, 0.70, -0.24]
}



{
  "formula": "C13H38Cl2O6",
  "method": "wB97M-V/def2-TZVPD",
  "relative_energy_kcal_mol": 10.63,
  "largest_force_ev_per_a": 2.4,
  "total_charge": 0,
  "smiles": "ClCCl.CCO.CCO.CCO.CCO.CCO.CCO",
  "symbols": ["Cl", "C", "Cl", "H", "H", "C", "C", "O", "H", "H", "H", "H", "H", "H", "C", "C", "O", "H", "H", "H", "H", "H", "H", "C", "C", "O", "H", "H", "H", "H", "H", "H", "C", "C", "O", "H", "H", "H", "H", "H", "H", "C", "C", "O", "H", "H", "H", "H", "H", "H", "C", "C", "O", "H", "H", "H", "H", "H", "H"],
  "xyz": [[-1.50340, 0.67466, 1.10770], [0.24720, 0.99204, 0.80999], [0.50009, 2.33209, -0.36694], [0.67088, 1.32766, 1.75051], [0.72076, 0.07752, 0.41714], [-4.06214, 3.21664, 0.83432], [-2.87159, 4.03639, 0.24565], [-1.89991, 4.26964, 1.27364], [-4.29846, 3.68513, 1.81342], [-3.76582, 2.17590, 1.06248], [-4.90852, 3.18734, 0.07958], [-3.21836, 4.97595, -0.25608], [-2.39912, 3.38058, -0.51572], [-1.04418, 4.29623, 0.81433], [0.13651, -2.88651, -0.10959], [-1.19002, -3.21153, -0.77377], [-2.07108, -2.10871, -0.62673], [0.70636, -3.83469, 0.09358], [-0.08946, -2.48104, 0.85533], [0.81631, -2.21666, -0.58447], [-1.58555, -4.07878, -0.19865], [-1.03642, -3.48623, -1.81819], [-2.04652, -1.91962, 0.34277], [5.13822, 2.70838, -1.42624], [5.24662, 1.28340, -1.93424], [4.25444, 0.39047, -1.40086], [4.22335, 3.16613, -1.80353], [6.05025, 3.23931, -1.71989], [5.08225, 2.72808, -0.35358], [6.18058, 0.80834, -1.60672], [5.30630, 1.17790, -3.00618], [3.39317, 0.75317, -1.42646], [4.18157, -2.55323, -0.02886], [3.79152, -1.99321, 1.28299], [4.01394, -0.58658, 1.37198], [4.22832, -3.66454, 0.00808], [5.16442, -2.14991, -0.37202], [3.41021, -2.23673, -0.74982], [4.30775, -2.51446, 2.12343], [2.76692, -2.21359, 1.58420], [4.62351, -0.38978, 0.60942], [-2.77202, 1.35416, -3.82962], [-2.19289, 0.62462, -2.63370], [-3.22949, 0.43861, -1.71107], [-1.99495, 1.54867, -4.56639], [-3.34892, 2.19341, -3.50407], [-3.57584, 0.81964, -4.29376], [-1.34973, 1.27923, -2.25931], [-1.80793, -0.32354, -2.95402], [-2.95764, -0.35635, -1.21770], [-1.87119, -2.42445, 3.76217], [-3.13694, -1.73769, 3.32645], [-3.30138, -1.92853, 1.94458], [-1.95846, -3.50809, 3.89023], [-1.40826, -1.92679, 4.60885], [-1.20532, -2.24545, 2.91889], [-2.97238, -0.65835, 3.59988], [-4.03372, -2.09798, 3.87373], [-4.05380, -1.40830, 1.64290]],
  "atomic_forces_ev_per_a": [[1.00, 0.13, -0.16], [-0.41, -0.01, -0.11], [-0.01, -0.48, 0.28], [0.06, -0.16, -0.10], [-0.30, 0.56, 0.22], [0.27, 0.59, -0.27], [-0.39, -1.29, -0.37], [0.04, 0.20, -0.58], [-0.46, -0.19, -0.72], [-0.02, 0.57, -0.31], [0.82, 0.18, 1.17], [0.26, -0.59, 0.59], [-0.26, 0.48, 0.06], [-0.34, 0.03, 0.43], [0.50, -1.89, 0.49], [0.47, -0.25, 0.80], [0.14, 0.06, 0.44], [-0.42, 0.76, -0.26], [-0.05, 0.32, 0.81], [0.22, 0.62, -0.81], [-0.03, 0.28, -0.64], [-0.44, 0.19, 0.00], [-0.48, -0.02, -0.86], [0.12, -0.48, -0.58], [0.36, -0.93, 0.88], [1.59, -0.51, -0.01], [0.20, 0.30, -0.17], [-0.40, 0.23, -0.12], [0.02, -0.12, 0.58], [-0.03, 0.34, 0.18], [-0.41, 0.38, -0.59], [-1.35, 0.85, -0.16], [-0.07, -0.53, -1.15], [0.41, -0.19, 2.40], [0.72, -0.16, -1.20], [-0.02, 0.73, -0.13], [-0.65, -0.40, 0.27], [0.50, -0.28, -0.14], [0.39, 0.41, -0.50], [-0.45, 0.25, -0.60], [-1.05, 0.14, 1.03], [0.00, -0.51, 0.02], [0.21, 1.57, -0.68], [0.20, -0.62, 0.77], [-0.14, 0.44, -0.02], [0.39, 1.26, 0.31], [-0.17, -1.08, -0.47], [-0.69, -0.82, 0.09], [0.50, -0.62, -0.09], [-0.34, 0.25, -0.01], [0.31, -0.25, -0.71], [-0.31, 0.96, 1.55], [-0.11, 0.02, -0.50], [-0.02, 0.24, 0.15], [-0.16, -0.24, 0.30], [0.40, -0.16, 0.02], [-0.50, -0.67, -0.52], [0.43, 0.19, -0.21], [-0.02, -0.10, -0.05]],
  "nbo_charge": [-0.03, -0.36, -0.06, 0.23, 0.23, -0.63, -0.07, -0.73, 0.21, 0.21, 0.21, 0.16, 0.17, 0.47, -0.63, -0.06, -0.76, 0.21, 0.19, 0.20, 0.16, 0.18, 0.50, -0.64, -0.06, -0.75, 0.21, 0.22, 0.22, 0.17, 0.17, 0.47, -0.64, -0.07, -0.73, 0.22, 0.21, 0.21, 0.15, 0.16, 0.48, -0.63, -0.06, -0.74, 0.20, 0.21, 0.20, 0.14, 0.16, 0.49, -0.63, -0.06, -0.74, 0.21, 0.22, 0.21, 0.16, 0.16, 0.48]
}



{
  "formula": "C13H38O8",
  "method": "wB97M-V/def2-TZVPD",
  "relative_energy_kcal_mol": 0.00,
  "largest_force_ev_per_a": 2.1,
  "total_charge": 0,
  "smiles": "CC(C)O.CC(C)O.CC(C)O.OCCO.OCCO.O",
  "symbols": ["C", "C", "C", "O", "H", "H", "H", "H", "H", "H", "H", "H", "C", "C", "C", "O", "H", "H", "H", "H", "H", "H", "H", "H", "C", "C", "C", "O", "H", "H", "H", "H", "H", "H", "H", "H", "O", "C", "C", "O", "H", "H", "H", "H", "H", "H", "O", "C", "C", "O", "H", "H", "H", "H", "H", "H", "O", "H", "H"],
  "xyz": [[-4.62861, 1.55058, 0.35166], [-3.11824, 1.71305, 0.26259], [-2.53576, 2.57754, 1.36512], [-2.40464, 0.45823, 0.20366], [-5.03180, 2.53181, 0.09422], [-4.97066, 1.26745, 1.34700], [-4.99972, 0.83220, -0.38132], [-2.87934, 2.22683, -0.67810], [-2.50975, 2.13323, 2.35755], [-3.09176, 3.51797, 1.44758], [-1.55216, 2.92758, 1.03840], [-3.04863, -0.21198, -0.06431], [0.72736, -2.74302, 2.75126], [-0.53978, -2.22936, 2.10277], [-0.58293, -2.60754, 0.61357], [-1.62320, -2.91727, 2.79488], [0.86613, -3.82337, 2.70378], [0.82581, -2.45335, 3.80246], [1.61005, -2.26955, 2.30134], [-0.64723, -1.16397, 2.30731], [-1.44360, -2.08071, 0.18504], [-0.85115, -3.65009, 0.48128], [0.31341, -2.17826, 0.16789], [-2.45526, -2.56849, 2.45771], [4.29975, 0.41731, -1.62363], [2.89570, -0.13377, -1.76755], [2.71741, -0.94684, -3.01809], [2.56212, -0.89069, -0.57977], [4.96235, -0.42667, -1.42080], [4.35125, 1.12305, -0.79633], [4.62770, 0.94700, -2.51893], [2.15655, 0.67252, -1.75491], [3.45072, -1.76467, -3.09466], [2.85670, -0.36022, -3.92828], [1.75074, -1.45134, -3.10535], [2.95538, -1.76506, -0.68884], [-3.61105, -0.93272, -2.03110], [-2.27941, -0.85726, -2.58273], [-1.90826, -2.07176, -3.37105], [-1.81783, -3.21890, -2.57398], [-3.63366, -1.84828, -1.71213], [-2.20338, 0.05437, -3.17570], [-1.55802, -0.69094, -1.77418], [-0.99834, -1.85226, -3.94655], [-2.66540, -2.21547, -4.15781], [-1.33436, -3.91838, -3.01570], [3.29392, 1.35322, 2.45861], [3.32099, 2.75256, 2.77348], [2.12193, 3.46764, 2.20541], [2.09414, 3.30745, 0.78852], [3.22402, 1.31086, 1.49617], [3.27895, 2.83710, 3.86296], [4.26709, 3.17615, 2.42488], [2.24173, 4.53857, 2.43014], [1.15691, 3.14926, 2.60269], [1.32300, 2.76300, 0.55483], [0.36769, 1.23681, 0.40147], [0.86659, 0.44515, 0.17497], [-0.56216, 0.95369, 0.45065]],
  "atomic_forces_ev_per_a": [[0.30, 0.18, -0.16], [0.17, -0.01, -0.20], [0.14, 0.83, -0.37], [-0.47, 0.19, 0.71], [-0.29, -0.11, 0.13], [0.07, -0.02, 0.05], [0.04, 0.01, -0.01], [-0.23, -0.02, -0.03], [0.09, -0.29, -0.10], [-0.26, -0.21, -0.04], [0.18, -0.35, 0.41], [0.26, 0.09, -0.27], [0.98, 0.61, 0.43], [-0.37, -1.72, 0.50], [-1.02, 1.67, 0.85], [0.20, 0.38, -0.20], [-0.31, -0.02, -0.22], [-0.44, -0.08, -0.03], [-0.19, -0.12, -0.25], [0.11, 0.16, -0.40], [0.13, 0.12, -0.19], [0.84, -0.28, -0.04], [0.07, -0.65, -0.51], [0.03, 0.00, 0.02], [-0.09, 0.05, 0.02], [-0.41, 0.28, 0.50], [0.12, -0.94, -0.76], [-0.05, 0.01, -0.44], [0.20, 0.14, -0.07], [0.02, -0.07, 0.10], [0.01, -0.12, -0.06], [0.15, 0.09, -0.11], [0.09, 0.21, 0.23], [-0.02, 0.19, 0.15], [-0.13, 0.32, 0.27], [-0.03, 0.02, 0.22], [0.73, -0.65, -0.07], [0.21, 0.58, 0.82], [-0.22, 0.35, -1.85], [-0.01, -0.06, 0.84], [-0.46, 0.14, 0.04], [-0.30, -0.19, -0.31], [-0.04, -0.24, 0.05], [0.23, -0.09, 0.41], [-0.12, -0.04, 0.15], [-0.01, 0.02, -0.15], [0.06, 0.45, 0.09], [-0.34, -0.95, 0.36], [0.13, 0.68, -0.78], [0.03, 0.14, -0.05], [-0.09, -0.07, 0.05], [0.16, -0.09, -0.03], [-0.14, 0.26, -0.09], [-0.12, -0.10, -0.03], [0.22, -0.28, 0.37], [0.24, -0.07, 0.11], [-0.37, -0.08, -0.06], [0.18, -0.17, 0.07], [0.15, -0.08, -0.10]],
  "nbo_charge": [-0.64, 0.10, -0.64, -0.77, 0.22, 0.21, 0.22, 0.16, 0.22, 0.21, 0.22, 0.50, -0.63, 0.09, -0.64, -0.74, 0.21, 0.22, 0.21, 0.17, 0.19, 0.23, 0.22, 0.46, -0.62, 0.08, -0.64, -0.74, 0.20, 0.22, 0.21, 0.18, 0.20, 0.22, 0.21, 0.47, -0.73, -0.10, -0.10, -0.73, 0.47, 0.19, 0.19, 0.17, 0.16, 0.48, -0.72, -0.09, -0.09, -0.77, 0.47, 0.18, 0.16, 0.16, 0.18, 0.51, -0.99, 0.49, 0.51]
}



Table of E (Ha), in record order: -7922.09984; -1889.83219; -1119.98305
Table of lowest unoccupied orbital energy (eV), in record order: -1.406; 0.537; 0.360